Entry from the Open Molecules 2025 dataset: a molecular structure, C5H9NO (the ωB97M-V functional and the def2-TZVPD basis).

Its energy above the lowest of the compared OMol25 structures with the same formula, charge and spin is 33.8 kcal per mole. The HOMO energy is -10.033 eV.

Structure (XYZ):
```
16
C5H9NO, DFT the ωB97M-V functional and the def2-TZVPD basis
O 1.06029 1.64438 -0.43786
N 2.22506 0.01090 0.85782
C -0.18181 -1.22854 -0.99232
C -0.33464 1.32817 -0.69429
C 1.23052 0.46555 0.24347
C -0.17189 -0.05173 -0.01874
C -1.02111 -0.33965 1.22810
H -0.39858 -0.37330 2.12747
H -0.98657 2.03608 -0.17375
H -1.53087 -1.30458 1.13997
H 0.40226 -1.01869 -1.89443
H -1.79390 0.42135 1.37675
H -0.54560 1.32294 -1.76772
H 3.01257 0.65905 0.81016
H -1.21104 -1.45645 -1.29159
H 0.24533 -2.11546 -0.51303
```



Entry from the Open Molecules 2025 dataset: C5H9NO in the gas phase at a distorted geometry (the ωB97M-V functional and the def2-TZVPD basis).

The SMILES is O[C@H]1C[C@@H]2N[C@@H]2C1. Its energy above the lowest of the compared OMol25 structures with the same formula, charge and spin is 46.6 kcal per mole. The HOMO energy is -9.488 eV.

Structure (XYZ):
```
16
C5H9NO, DFT the ωB97M-V functional and the def2-TZVPD basis
O 1.35670 -1.56537 1.24753
N -0.62574 1.65470 -0.26212
C -1.21265 0.31998 -0.35250
C 0.78811 -0.34784 0.81553
C -0.03343 0.67000 -1.17885
C -0.77762 -0.51397 0.81255
C 1.20911 0.02716 -0.61994
H 0.53447 -2.05371 1.27064
H 1.06695 0.45374 1.50796
H 1.46489 -0.88621 -1.17409
H -1.12078 -1.55814 0.64674
H -1.19460 2.31846 -0.77172
H -0.13143 0.82251 -2.24818
H 2.08641 0.68585 -0.65242
H -2.18912 0.17274 -0.80651
H -1.22127 -0.19991 1.76538
```



Entry from the Open Molecules 2025 dataset: a molecular structure, C5H9NO (the ωB97M-V functional and the def2-TZVPD basis).

Its energy above the lowest of the compared OMol25 structures with the same formula, charge and spin is 57.6 kcal per mole. The HOMO energy is -9.668 eV.

Structure (XYZ):
```
16
C5H9NO, DFT the ωB97M-V functional and the def2-TZVPD basis
O -0.90225 3.10570 -0.47667
N 1.13500 1.83908 -0.22742
C -1.46020 -0.13981 -0.89561
C 0.86668 0.58598 -0.02148
C -0.28545 2.11547 -0.22152
C -0.64424 0.65329 0.11458
C 1.80284 -0.56305 -0.11947
H -1.41592 -1.21588 -0.68912
H -2.51048 0.16388 -0.89677
H -1.01514 0.57158 1.14431
H -0.56333 -2.02958 2.26170
H 1.68791 -1.28127 0.69886
H -1.06138 0.02407 -1.90310
H 1.56791 -1.09861 -1.04919
H -0.03778 -2.51764 2.45735
H 2.83582 -0.21320 -0.17646
```



Entry from the Open Molecules 2025 dataset: C5H9NO in the gas phase (the ωB97M-V functional and the def2-TZVPD basis).

The SMILES is C[C@H]1N/C1=C/CO. Its energy above the lowest of the compared OMol25 structures with the same formula, charge and spin is 65.6 kcal per mole. The HOMO energy is -9.036 eV.

Structure (XYZ):
```
16
C5H9NO, DFT the ωB97M-V functional and the def2-TZVPD basis
O -0.00845 -3.05612 0.29946
N -1.35027 1.22392 0.75296
C 0.13172 1.11097 0.82140
C -0.89171 -0.98799 -0.51601
C 0.20522 -2.00634 -0.63201
C -0.72193 0.11007 0.20290
C 0.97886 1.98481 -0.07229
H 0.50127 0.96944 1.83684
H -1.88012 -1.24641 -0.89018
H -0.26781 -2.61865 1.12136
H 0.52408 2.05670 -1.06637
H 1.18268 -1.52615 -0.46752
H -1.69017 1.90414 0.07783
H 1.98325 1.56636 -0.19294
H 0.22826 -2.47857 -1.61854
H 1.07512 2.99382 0.34310
```



Entry from the Open Molecules 2025 dataset: C5H9NO in the gas phase at a distorted geometry (the ωB97M-V functional and the def2-TZVPD basis).

The SMILES is CC[C@@H](O)CC#N. Its energy above the lowest of the compared OMol25 structures with the same formula, charge and spin is 59.6 kcal per mole. The HOMO energy is -10.498 eV.

Structure (XYZ):
```
16
C5H9NO, DFT the ωB97M-V functional and the def2-TZVPD basis
O -0.18266 -1.60382 -0.75296
N -1.52941 2.23639 0.15693
C 0.69586 0.05229 0.72141
C -2.04310 1.21287 0.36591
C -0.41812 -0.29317 -0.26547
C 1.97624 0.16395 -0.12891
C -1.95265 -0.18972 -0.05497
H 0.84578 -0.68332 1.52512
H -2.36071 -0.12857 -1.07375
H -0.37102 0.69198 -0.88380
H 0.44142 -2.04621 -0.15108
H 1.83134 0.91135 -0.91851
H 0.47721 1.01442 1.18420
H -2.46388 -1.01885 0.43393
H 2.21731 -0.77964 -0.63396
H 2.83638 0.46004 0.47590
```



Entry from the Open Molecules 2025 dataset: C5H9NO in the gas phase (the ωB97M-V functional and the def2-TZVPD basis).

Its energy above the lowest of the compared OMol25 structures with the same formula, charge and spin is 118.0 kcal per mole. The HOMO energy is -8.210 eV.

Structure (XYZ):
```
16
C5H9NO, DFT the ωB97M-V functional and the def2-TZVPD basis
O -1.64044 1.78150 -0.30246
N 1.97355 -0.25524 -0.21952
C -1.39477 1.10058 -1.27182
C -0.16530 0.24029 -1.39320
C -0.16673 -1.31359 1.30176
C 0.88559 0.54656 -0.33956
C 0.75020 -0.13101 1.08488
H -0.04319 -1.63413 2.34090
H -0.44407 -0.82237 -1.42072
H 0.11230 -2.14724 0.65231
H 1.80815 -0.27698 1.43100
H -2.08067 1.09581 -2.14574
H 0.30075 0.44331 -2.36833
H 0.90955 1.64167 -0.10355
H 0.46028 0.77766 1.62140
H -1.22633 -1.06939 1.15302
```



Entry from the Open Molecules 2025 dataset: C5H9NO in the gas phase (the ωB97M-V functional and the def2-TZVPD basis).

The SMILES is CC(=O)[C@@H]1CN1C. Its energy above the lowest of the compared OMol25 structures with the same formula, charge and spin is 44.8 kcal per mole. The HOMO energy is -9.393 eV.

Structure (XYZ):
```
16
C5H9NO, DFT the ωB97M-V functional and the def2-TZVPD basis
O -2.50676 -0.84295 0.77225
N 0.73432 0.22259 -0.46417
C 1.03484 -0.75546 0.54976
C 1.32782 -0.00203 -1.77153
C -1.39035 1.20752 1.29621
C -0.31990 -0.69744 -0.07780
C -1.50274 -0.16762 0.68047
H -0.57054 -1.51560 -0.75416
H 0.70209 0.46550 -2.53755
H 1.44080 -1.07221 -2.01520
H -1.57460 1.95467 0.51601
H 1.19166 -0.37598 1.55764
H 1.65307 -1.61185 0.27779
H 2.31691 0.46527 -1.79769
H -0.39120 1.40932 1.69107
H -2.14540 1.31628 2.07689
```



Entry from the Open Molecules 2025 dataset: 2 unconnected molecules or ions with the total composition C5H9NO2 at a distorted geometry (the ωB97M-V functional and the def2-TZVPD basis).

Its energy above the lowest of the compared OMol25 structures with the same formula, charge and spin is 155.3 kcal per mole. The HOMO energy is -9.520 eV.

Structure (XYZ):
```
17
C5H9NO2, DFT the ωB97M-V functional and the def2-TZVPD basis
O -2.98845 -0.64249 0.65160
O 1.09693 0.62173 0.96356
N -0.74390 -1.01292 -0.47134
C 2.82212 1.13650 -1.30146
C -2.12223 -1.39941 0.35370
C -0.58072 -0.99834 0.69413
C 1.50508 1.27208 -2.02803
C 0.08286 0.24266 1.59709
H 0.31704 -0.13480 2.61241
H -2.26920 -2.46964 0.36328
H 2.64434 0.53087 -0.42802
H 0.77113 1.78812 -1.41350
H 3.55408 0.61881 -1.91110
H -0.77072 0.92838 1.72211
H 1.57454 1.86026 -2.94928
H 1.10406 0.30873 -2.33797
H 3.21069 2.09423 -0.96890
```